# 1
58
Properties=species:S:1:pos:R:3 method="wB97M-V/def2-TZVPD" smiles="CCc1ccc(NC(=O)C2CCN(C(=O)[C@@H]3Cc4ccccc4CN3)CC2)cc1" relative_energy_kcal_mol=4.3 orbital_gap_ev=9.0014 total_energy_ha=-1246.7480 total_charge=0
C 3.019 -7.421 -4.674
C 3.911 -6.622 -3.722
C 3.099 -5.608 -2.969
C 2.891 -4.335 -3.484
C 2.109 -3.407 -2.824
C 1.508 -3.744 -1.616
N 0.699 -2.862 -0.889
C 0.338 -1.582 -1.181
O 0.674 -0.988 -2.182
C -0.551 -0.977 -0.091
C -1.245 0.300 -0.577
C -0.262 1.465 -0.708
N 0.434 1.670 0.540
C 0.256 2.661 1.433
O 0.841 2.670 2.504
C -0.702 3.800 1.023
C -0.644 4.934 2.075
C -1.966 5.271 2.695
C -2.216 6.537 3.207
C -3.419 6.820 3.828
C -4.393 5.841 3.934
C -4.162 4.583 3.408
C -2.953 4.291 2.798
C -2.669 2.978 2.125
N -2.023 3.213 0.838
C 1.211 0.510 0.924
C 0.276 -0.674 1.168
C 1.711 -5.018 -1.090
C 2.495 -5.935 -1.761
H 2.538 -6.756 -5.388
H 2.243 -7.943 -4.117
H 3.606 -8.154 -5.222
H 4.691 -6.119 -4.297
H 4.392 -7.307 -3.020
H 3.353 -4.061 -4.422
H 1.959 -2.425 -3.239
H 0.337 -3.253 -0.030
H -1.319 -1.721 0.157
H -1.707 0.117 -1.547
H -2.022 0.583 0.136
H -0.806 2.359 -0.999
H 0.478 1.224 -1.477
H -0.365 4.184 0.055
H -0.196 5.831 1.644
H 0.023 4.586 2.874
H -1.457 7.303 3.124
H -3.599 7.807 4.228
H -5.333 6.061 4.418
H -4.923 3.817 3.473
H -1.990 2.369 2.731
H -3.591 2.414 1.958
H -2.608 3.853 0.305
H 1.762 0.758 1.833
H 1.917 0.276 0.121
H 0.863 -1.544 1.472
H -0.403 -0.419 1.985
H 1.250 -5.289 -0.150
H 2.642 -6.919 -1.339

=====

# 2
70
Properties=species:S:1:pos:R:3 method="wB97M-V/def2-TZVPD" relative_energy_kcal_mol=8.7 orbital_gap_ev=6.4901 total_energy_ha=-2087.3237 total_charge=-1
N 1.087 -0.532 -0.860
O 0.082 -0.215 -0.252
O 2.232 -0.270 -0.567
O 0.943 -1.241 -1.921
C -3.339 -1.280 2.822
C -2.735 -0.615 1.489
C -3.257 0.807 1.247
C -4.542 1.316 1.898
C -5.230 0.403 3.057
C -4.457 -0.931 3.496
N -5.154 2.482 1.472
O -4.829 3.003 0.349
O -6.179 2.774 2.113
H -3.016 -2.301 3.190
H -1.798 -0.934 0.889
H -2.726 1.283 0.333
H -6.169 0.596 3.484
H -4.883 -1.426 4.462
C -0.954 2.320 -1.856
C 0.127 3.075 -1.268
C -0.315 4.544 -0.986
C -1.600 5.199 -1.527
C -2.613 4.182 -2.141
C -2.245 2.698 -2.163
N -1.894 6.568 -1.303
O -1.036 7.358 -1.699
O -2.777 6.926 -0.533
H -0.683 1.169 -1.922
H 1.012 2.711 -0.904
H 0.420 5.355 -0.475
H -3.632 4.531 -2.308
H -2.886 2.079 -2.617
C 4.334 -4.699 -0.279
C 4.207 -3.228 -0.387
C 5.450 -2.373 -0.075
C 6.783 -3.099 -0.259
C 6.844 -4.553 0.109
C 5.611 -5.351 -0.084
N 8.026 -2.326 -0.393
O 7.902 -1.038 -0.402
O 8.959 -2.969 -0.835
H 3.533 -5.465 -0.319
H 3.312 -2.519 -0.617
H 5.382 -1.323 0.087
H 7.785 -4.960 0.113
H 5.727 -6.503 -0.104
C -1.598 -0.533 -4.121
O -1.252 0.407 -4.884
N -2.891 -0.611 -3.727
C -3.157 -1.504 -2.628
C -4.031 0.031 -4.466
H -0.791 -1.206 -3.710
H -3.223 -0.970 -1.825
H -2.374 -2.243 -2.282
H -4.135 -2.269 -2.807
H -3.603 0.396 -5.333
H -4.624 0.897 -3.956
H -4.673 -0.753 -4.793
C 3.077 -0.376 4.742
O 3.739 -1.319 5.212
N 2.134 -0.378 3.768
C 1.290 0.766 3.576
C 2.283 -1.243 2.682
H 2.943 0.543 5.324
H 0.580 1.133 4.459
H 0.696 0.666 2.649
H 1.821 1.785 3.464
H 2.512 -2.175 3.144
H 2.979 -1.004 2.035
H 1.487 -1.268 1.928

=====

# 3
67
Properties=species:S:1:pos:R:3 method="wB97M-V/def2-TZVPD" multiplicity=4 relative_energy_kcal_mol=2.7 s2=3.767 orbital_gap_ev="5.8639 / 6.3896" total_energy_ha=-5037.0810 total_charge=0
V 0.391 0.731 1.088
N 1.857 2.276 0.508
C 2.735 1.614 -0.494
C 3.160 0.279 0.128
O 4.336 -0.097 0.050
N 2.150 -0.290 0.790
C 2.500 -1.230 1.837
C 1.727 -0.835 3.094
O 1.795 -1.499 4.113
O 0.947 0.215 2.965
H 2.423 2.513 1.318
H 1.463 3.143 0.153
H 2.179 1.455 -1.419
H 3.626 2.199 -0.721
H 2.256 -2.264 1.588
H 3.568 -1.198 2.068
C -2.807 -3.702 2.768
N -2.371 -2.600 1.942
C -2.535 -2.584 0.506
C -1.694 -1.380 0.128
O -1.590 -0.953 -1.015
N -1.086 -0.875 1.243
C -1.518 -1.622 2.287
N -1.164 -1.354 3.528
H -3.839 -3.951 2.523
H -2.784 -3.426 3.820
H -2.181 -4.582 2.615
H -3.579 -2.440 0.218
H -2.127 -3.473 0.021
H -0.422 -0.658 3.659
H -1.289 -2.038 4.254
C 3.929 -3.068 -1.017
N 2.773 -2.439 -1.635
C 1.481 -2.748 -1.390
Se 0.803 -4.021 -0.249
N 0.718 -1.938 -2.166
C 1.521 -1.062 -2.870
C 1.217 -0.029 -3.744
C 2.286 0.686 -4.267
C 3.605 0.377 -3.918
C 3.902 -0.658 -3.043
C 2.835 -1.377 -2.531
H 3.577 -3.916 -0.436
H 4.417 -2.340 -0.370
H 4.618 -3.412 -1.790
H -0.274 -1.801 -1.996
H 0.192 0.197 -4.005
H 2.098 1.498 -4.956
H 4.412 0.960 -4.340
H 4.920 -0.874 -2.746
C -1.639 2.439 -1.939
C -1.790 2.376 -0.453
O -0.967 1.748 0.201
C -2.929 3.013 0.231
C -3.085 2.843 1.607
C -4.152 3.431 2.264
C -5.073 4.193 1.558
C -4.925 4.364 0.188
C -3.859 3.777 -0.471
H -0.783 1.833 -2.224
H -1.493 3.467 -2.280
H -2.531 2.051 -2.433
H -2.369 2.241 2.152
H -4.264 3.294 3.331
H -5.907 4.650 2.074
H -5.641 4.956 -0.366
H -3.748 3.914 -1.538